# 1
A cluster of 2 separate species, C37H42N2O2P in total in a non-equilibrium geometry, computed with the ωB97M-V functional and the def2-TZVPD basis.

Geometry as ORCA input:
```
! RIJCOSX wB97M-V def2-TZVPD def2/J DEFGRID3
* xyz 1 1
C 2.82 -7.74 1.09
C 2.36 -6.41 0.59
C 1.41 -6.39 -0.43
C 0.93 -5.18 -0.93
C -0.06 -5.19 -2.06
C 1.42 -3.99 -0.38
N 0.91 -2.77 -0.95
P -0.80 -2.59 -1.17
H 0.16 0.04 1.42
N -0.42 -1.08 -1.95
C -1.44 -0.26 -2.54
C -1.49 1.14 -2.38
C -0.50 1.93 -1.56
C -2.52 1.83 -3.03
C -3.46 1.18 -3.83
C -4.55 1.93 -4.52
C -3.35 -0.21 -4.00
C -2.36 -0.93 -3.35
C -2.22 -2.40 -3.61
C 0.87 -1.12 -2.54
C 1.62 -2.11 -1.99
C 2.39 -3.97 0.64
C 2.95 -2.70 1.21
C 2.84 -5.20 1.12
H 3.58 -7.63 1.87
H 2.00 -8.35 1.48
H 3.27 -8.32 0.28
H 1.05 -7.33 -0.85
H 0.00 -4.30 -2.71
H 0.14 -6.06 -2.71
H -1.09 -5.30 -1.70
H -0.79 2.99 -1.55
H -0.49 1.62 -0.51
H 0.52 1.88 -1.96
H -2.62 2.92 -2.90
H -5.14 1.24 -5.14
H -5.23 2.42 -3.82
H -4.16 2.69 -5.19
H -4.06 -0.73 -4.65
H -3.00 -2.73 -4.30
H -1.23 -2.63 -4.03
H -2.42 -3.01 -2.70
H 1.16 -0.37 -3.30
H 2.67 -2.39 -2.21
H 3.65 -2.97 2.01
H 3.48 -2.09 0.46
H 2.18 -2.08 1.70
H 3.57 -5.24 1.93
C 2.34 8.35 -0.83
O 3.19 7.21 -1.11
C 2.86 6.01 -0.57
C 3.74 4.93 -0.83
C 3.46 3.68 -0.34
C 2.30 3.46 0.45
C 2.01 2.16 1.01
C 0.85 1.91 1.63
C 0.52 0.59 2.23
C -0.58 0.54 3.23
C -0.38 -0.11 4.45
C -1.35 -0.03 5.42
C -2.58 0.60 5.13
O -3.53 0.56 6.10
C -4.86 1.00 5.79
C -2.79 1.22 3.87
C -1.80 1.13 2.91
C 1.41 4.55 0.67
C 1.68 5.81 0.16
H 2.85 9.16 -1.35
H 1.33 8.18 -1.24
H 2.28 8.53 0.26
H 4.62 5.14 -1.41
H 4.14 2.85 -0.50
H 2.74 1.35 0.84
H 0.03 2.63 1.64
H 1.44 0.12 2.59
H 0.53 -0.69 4.61
H -1.23 -0.47 6.40
H -5.43 0.71 6.68
H -4.86 2.09 5.64
H -5.25 0.50 4.89
H -3.72 1.73 3.65
H -1.97 1.52 1.91
H 0.52 4.43 1.29
H 0.97 6.61 0.37
*
```

## Properties
HOMO (eV): -9.4
Kohn-Sham gap (eV): 5.06
LUMO level (eV): -4.2981

# 2
A structure of composition C37H42N7Re in a non-equilibrium geometry, computed with the ωB97M-V functional and the def2-TZVPD basis.

Geometry as ORCA input:
```
! RIJCOSX wB97M-V def2-TZVPD def2/J DEFGRID3
* xyz 1 4
Re 11.79 11.40 12.85
C 14.19 11.59 16.38
C 15.23 11.93 15.25
C 14.84 11.30 13.88
N 13.96 12.17 13.01
C 14.57 13.19 12.36
C 15.94 13.08 12.02
C 16.96 13.97 12.11
C 16.92 15.34 12.50
C 15.71 15.97 12.76
C 14.40 15.68 12.27
C 13.91 14.45 11.92
N 12.79 14.30 11.15
C 11.73 15.26 11.01
C 10.79 15.14 12.22
C 10.06 13.81 12.44
N 10.68 12.94 13.46
C 10.41 13.17 14.76
C 9.73 14.27 15.23
C 8.99 14.42 16.42
C 9.10 13.73 17.62
C 10.00 12.68 17.94
C 10.77 11.95 17.05
C 10.89 12.07 15.61
N 11.63 11.20 14.84
C 12.18 10.05 15.63
C 13.50 10.24 16.48
H 14.77 11.67 17.38
H 13.42 12.41 16.36
H 15.35 13.04 15.26
H 16.17 11.46 15.54
H 15.83 11.08 13.38
H 14.35 10.38 14.08
H 16.33 12.06 11.79
H 17.95 13.57 11.86
H 17.84 15.89 12.65
H 15.68 16.86 13.41
H 13.76 16.62 12.14
H 12.05 16.29 11.00
H 11.14 15.12 10.12
H 11.31 15.54 13.15
H 10.01 15.92 12.10
H 9.01 14.07 12.74
H 10.04 13.31 11.45
H 9.74 15.12 14.55
H 8.25 15.20 16.39
H 8.58 14.15 18.53
H 10.00 12.26 18.93
H 11.36 11.16 17.54
H 11.34 9.59 16.35
H 12.46 9.29 14.91
H 13.29 9.97 17.49
H 14.19 9.38 16.15
N 12.36 11.45 10.99
C 11.72 11.29 9.78
C 12.44 11.56 8.66
C 11.85 11.42 7.39
C 10.59 10.83 7.24
C 9.94 10.36 8.41
C 10.46 10.65 9.69
C 9.92 10.01 10.87
C 9.03 8.93 10.63
C 8.09 8.59 11.59
C 8.01 9.29 12.81
C 9.10 10.11 13.12
C 10.13 10.45 12.21
H 13.36 11.42 10.84
H 12.54 13.36 11.13
H 13.39 12.03 8.76
H 12.38 11.64 6.47
H 10.05 10.85 6.30
H 8.97 9.77 8.40
H 9.09 8.42 9.65
H 7.31 7.87 11.35
H 7.34 8.91 13.61
H 9.11 10.52 14.17
C 13.64 6.74 10.87
N 12.95 7.07 12.17
C 12.76 6.05 13.14
C 12.71 8.34 12.36
N 12.60 9.47 12.75
H 13.32 7.41 10.03
H 13.42 5.68 10.65
H 14.73 6.91 11.06
H 13.64 5.82 13.74
H 12.37 5.16 12.67
H 12.02 6.44 13.84
*
```

## Properties
HOMO (spin up / spin down) (eV): -9.1 / -9.8
Kohn-Sham gap (spin up / spin down) (eV): 6.43 / 6.50
⟨S²⟩: 3.829
LUMO level (spin up / spin down) (eV): -2.6637 / -3.2687

# 3
A structure of composition C37H43AsKN2O2S4 in a non-equilibrium geometry, computed with the ωB97M-V functional and the def2-TZVPD basis.

Geometry as ORCA input:
```
! RIJCOSX wB97M-V def2-TZVPD def2/J DEFGRID3
* xyz -1 1
K -1.07 0.47 -0.20
C 1.20 -3.12 3.80
C 0.89 -2.40 5.11
C 2.19 -2.33 5.93
C -0.15 -3.23 5.88
C 0.36 -0.99 4.88
C -0.01 -0.20 5.99
C -0.50 1.08 5.86
C -0.64 1.61 4.57
S -1.24 3.14 4.02
C -0.95 2.63 2.35
N -0.45 1.44 2.24
C -0.27 0.85 3.47
C 0.22 -0.45 3.62
C -1.26 3.54 1.21
C -2.11 4.62 1.46
C -2.42 5.51 0.45
C -1.87 5.31 -0.81
C -1.03 4.22 -1.03
C -0.67 3.28 -0.05
H 1.56 -4.13 4.00
H 1.96 -2.60 3.22
H 0.31 -3.20 3.17
H 2.58 -3.34 6.11
H 2.02 -1.86 6.90
H 2.95 -1.75 5.41
H 0.22 -4.25 6.03
H -1.09 -3.28 5.33
H -0.35 -2.80 6.86
H 0.10 -0.61 6.99
H -0.79 1.65 6.73
H 0.47 -1.00 2.72
H -2.56 4.78 2.44
H -3.10 6.34 0.64
H -2.11 5.99 -1.62
H -0.63 4.12 -2.04
O -0.70 0.04 -2.60
S 0.25 1.06 -3.17
C 1.68 0.08 -3.68
C 2.35 -0.61 -2.48
C 2.32 -2.13 -2.57
C 0.94 -2.76 -2.46
S 0.42 -3.02 -0.75
O 0.23 -1.65 -0.15
C -1.19 -3.69 -1.13
C -1.27 -5.01 -1.54
C -2.51 -5.54 -1.85
C -3.65 -4.75 -1.74
C -3.56 -3.44 -1.31
C -2.31 -2.89 -1.01
C -0.35 1.44 -4.80
C -1.49 0.81 -5.26
C -1.99 1.14 -6.51
C -1.35 2.10 -7.28
C -0.21 2.74 -6.81
C 0.29 2.42 -5.55
H 2.36 0.78 -4.18
H 1.31 -0.63 -4.42
H 1.87 -0.31 -1.55
H 3.38 -0.28 -2.42
H 2.98 -2.55 -1.80
H 2.76 -2.45 -3.53
H 0.91 -3.76 -2.91
H 0.16 -2.15 -2.92
H -0.38 -5.63 -1.60
H -2.60 -6.57 -2.17
H -4.63 -5.17 -1.97
H -4.44 -2.83 -1.17
H -2.27 -1.88 -0.63
H -1.98 0.08 -4.62
H -2.89 0.66 -6.88
H -1.74 2.36 -8.26
H 0.28 3.50 -7.40
H 1.15 2.94 -5.16
S -6.16 -1.11 0.07
C -4.63 -0.44 0.22
N -3.55 0.00 0.31
C 3.75 0.88 0.62
As 1.99 1.74 0.18
C 2.76 2.84 -1.29
C 2.22 3.14 1.55
H 4.59 1.58 0.53
H 3.93 0.03 -0.04
H 3.72 0.51 1.65
H 3.63 3.39 -0.91
H 2.00 3.53 -1.63
H 3.08 2.20 -2.11
H 3.27 3.44 1.57
H 1.93 2.75 2.52
H 1.58 3.99 1.30
*
```

## Properties
ΔE to the lowest compared entry with this formula, charge and spin (kcal/mol): 8.3
HOMO (eV): -3.9
Kohn-Sham gap (eV): 5.75
LUMO level (eV): 1.8669

# 4
A structure of composition C37H43B2BaN8O5SSb2 in a non-equilibrium geometry, computed with the ωB97M-V functional and the def2-TZVPD basis.

Geometry as ORCA input:
```
! RIJCOSX wB97M-V def2-TZVPD def2/J DEFGRID3
* xyz 0 2
Ba 0.85 -0.59 1.15
C -3.47 -0.79 -1.19
C -2.09 -1.01 -1.18
N -1.51 -0.40 -0.14
N -2.51 0.21 0.54
C -3.70 -0.01 -0.08
B -2.27 1.02 1.86
N -1.26 2.18 1.58
C -1.39 3.53 1.55
C -0.15 4.08 1.33
C 0.71 2.98 1.24
N 0.05 1.84 1.38
N -1.68 0.07 2.95
C -1.80 0.27 4.29
C -1.37 -0.86 4.94
C -0.99 -1.73 3.90
N -1.17 -1.17 2.71
N -3.66 1.46 2.37
C -4.55 0.58 2.91
C -5.68 1.26 3.25
C -5.40 2.60 2.88
N -4.19 2.71 2.35
H -4.20 -1.15 -1.90
H -1.48 -1.58 -1.87
H -4.62 0.40 0.31
H -2.35 3.98 1.71
H 0.10 5.13 1.26
H 1.79 2.98 1.12
H -2.19 1.21 4.68
H -1.35 -1.04 6.00
H -0.60 -2.73 3.97
H -4.30 -0.47 3.01
H -6.58 0.87 3.69
H -6.02 3.48 2.97
C 4.10 1.17 -2.17
Sb 2.03 1.33 -1.59
C 1.32 0.64 -3.50
C 2.03 3.51 -1.98
C 1.72 3.91 -3.40
C 2.75 3.82 -4.34
C 2.55 4.10 -5.68
C 1.29 4.48 -6.12
C 0.27 4.61 -5.19
C 0.45 4.35 -3.83
C -0.71 4.56 -2.89
Sb -1.65 2.72 -2.21
C -3.48 3.74 -1.75
C -2.25 2.20 -4.22
H 4.19 1.34 -3.24
H 4.48 0.18 -1.92
H 4.70 1.91 -1.63
H 1.41 1.43 -4.25
H 0.28 0.32 -3.42
H 1.94 -0.21 -3.79
H 3.06 3.75 -1.73
H 1.36 3.96 -1.25
H 3.74 3.52 -3.99
H 3.38 4.03 -6.38
H 1.12 4.70 -7.16
H -0.71 4.94 -5.53
H -1.51 5.12 -3.38
H -0.40 5.11 -2.00
H -3.94 4.10 -2.68
H -3.27 4.59 -1.10
H -4.18 3.07 -1.24
H -2.68 3.08 -4.70
H -3.00 1.40 -4.19
H -1.39 1.86 -4.79
O 0.67 -3.42 -1.80
B 1.37 -2.59 -0.97
O 2.58 -3.11 -0.58
C 2.63 -4.37 -1.18
C 3.61 -5.32 -1.08
C 3.38 -6.50 -1.80
C 2.23 -6.68 -2.55
C 1.24 -5.70 -2.63
C 1.48 -4.55 -1.92
H 4.50 -5.17 -0.49
H 4.12 -7.29 -1.76
H 2.09 -7.61 -3.10
H 0.33 -5.84 -3.20
C 0.36 -5.95 5.38
C 1.07 -4.78 4.75
C 1.65 -3.78 5.54
C 2.28 -2.69 4.96
C 2.35 -2.59 3.58
C 1.80 -3.58 2.78
C 1.17 -4.67 3.36
S 2.88 -1.02 2.92
O 4.09 -0.62 3.56
O 2.97 -1.17 1.46
O 1.70 -0.18 3.23
H 0.15 -5.76 6.43
H 0.97 -6.85 5.32
H -0.58 -6.15 4.87
H 1.59 -3.85 6.62
H 2.72 -1.91 5.58
H 1.91 -3.52 1.69
H 0.73 -5.44 2.74
*
```

## Properties
HOMO (spin up / spin down) (eV): -7.9 / -7.9
Kohn-Sham gap (spin up / spin down) (eV): 8.20 / 6.10
⟨S²⟩: 0.753
LUMO level (spin up / spin down) (eV): 0.2723 / -1.8321

# 5
A structure of composition C37H43Br2GeN5OV in a non-equilibrium geometry, computed with the ωB97M-V functional and the def2-TZVPD basis.

Geometry as ORCA input:
```
! RIJCOSX wB97M-V def2-TZVPD def2/J DEFGRID3
* xyz -2 2
V 1.88 -1.51 -1.02
N 3.19 1.04 -1.27
C 3.63 1.75 -0.08
C 2.67 1.44 1.07
N 2.77 0.05 1.46
C 1.88 -0.26 2.56
C 1.92 -1.75 2.86
N 1.50 -2.51 1.70
H 3.79 1.25 -2.06
H 2.23 1.31 -1.50
H 3.67 2.85 -0.23
H 4.63 1.41 0.18
H 1.65 1.70 0.75
H 2.93 2.06 1.94
H 2.48 -0.53 0.66
H 0.84 0.04 2.33
H 2.21 0.31 3.44
H 1.29 -1.95 3.75
H 2.95 -2.04 3.10
H 0.54 -2.25 1.44
H 1.55 -3.51 1.87
Br 1.15 -5.60 -6.08
C 1.47 -4.28 -4.71
C 0.97 -2.97 -4.89
C 1.16 -2.09 -3.83
N 1.79 -2.38 -2.69
C 2.42 -3.63 -2.60
C 2.19 -4.62 -3.60
C 3.31 -3.75 -1.52
C 4.09 -4.89 -1.21
C 4.97 -4.82 -0.17
Br 6.04 -6.37 0.31
C 5.13 -3.64 0.58
C 4.33 -2.57 0.22
N 3.43 -2.59 -0.76
H 0.45 -2.68 -5.79
H 0.76 -1.08 -3.89
H 2.57 -5.62 -3.47
H 3.96 -5.80 -1.78
H 5.84 -3.57 1.40
H 4.43 -1.63 0.75
C -3.28 -1.54 -0.28
C -2.03 -1.74 -1.13
C -1.52 -3.18 -1.03
C -2.27 -1.37 -2.60
O -1.05 -0.80 -0.61
H -4.09 -2.18 -0.62
H -3.59 -0.50 -0.33
H -3.05 -1.76 0.76
H -2.18 -3.85 -1.57
H -1.46 -3.49 0.01
H -0.51 -3.22 -1.47
H -3.12 -1.92 -3.00
H -1.38 -1.62 -3.16
H -2.45 -0.30 -2.68
C 0.22 -0.96 -0.88
Ge -1.10 1.69 1.03
C -1.47 2.76 -0.66
C -2.51 2.47 -1.53
C -2.65 3.12 -2.74
C -1.73 4.08 -3.13
C -0.66 4.37 -2.29
C -0.54 3.70 -1.08
C -1.00 3.33 2.28
C -1.28 4.65 1.95
C -1.18 5.67 2.88
C -0.81 5.39 4.18
C -0.55 4.08 4.54
C -0.63 3.08 3.60
C -3.04 1.49 1.64
C -4.08 2.37 1.33
C -5.36 2.17 1.79
C -5.65 1.07 2.58
C -4.64 0.20 2.94
C -3.35 0.42 2.47
H -3.24 1.72 -1.25
H -3.48 2.88 -3.40
H -1.84 4.60 -4.07
H 0.07 5.11 -2.58
H 0.31 3.93 -0.44
H -1.57 4.88 0.94
H -1.41 6.69 2.59
H -0.73 6.19 4.91
H -0.27 3.85 5.57
H -0.41 2.06 3.89
H -3.86 3.23 0.70
H -6.15 2.86 1.52
H -6.67 0.90 2.93
H -4.85 -0.65 3.58
H -2.56 -0.27 2.74
*
```

## Properties
ΔE to the lowest compared entry with this formula, charge and spin (kcal/mol): 90.7
HOMO (spin up / spin down) (eV): 0.5 / 0.4
Kohn-Sham gap (spin up / spin down) (eV): 3.49 / 3.64
⟨S²⟩: 1.153
LUMO level (spin up / spin down) (eV): 4.0215 / 4.0215

no.,calculated total energy (Eh)
1,-2036.1793
2,-1896.2956
3,-6124.2081
4,-3203.9784
5,-9953.5239